1.
{"formula": "C42H81N2O13", "method": "ωB97M-V/def2-TZVPD", "symbols": ["H", "H", "H", "H", "H", "C", "H", "H", "C", "C", "H", "H", "C", "C", "O", "C", "H", "H", "H", "H", "H", "H", "H", "C", "H", "O", "H", "H", "O", "H", "H", "H", "O", "C", "C", "H", "O", "H", "H", "O", "H", "H", "H", "H", "C", "H", "C", "C", "H", "C", "H", "O", "C", "C", "H", "C", "C", "C", "C", "H", "H", "C", "H", "H", "H", "H", "O", "H", "C", "H", "H", "H", "C", "C", "H", "C", "H", "H", "N", "O", "H", "C", "N", "C", "H", "H", "C", "H", "H", "O", "H", "H", "H", "H", "H", "H", "C", "C", "H", "H", "H", "C", "H", "C", "C", "H", "H", "H", "C", "H", "O", "C", "C", "O", "H", "H", "C", "C", "C", "C", "C", "C", "H", "H", "H", "H", "H", "C", "H", "H", "H", "H", "H", "H", "H", "O", "H", "H"], "xyz": [[2.863, -10.286, -1.638], [-1.485, 2.104, -4.599], [-7.335, 4.659, 5.190], [5.911, 7.435, 2.015], [6.197, -11.305, 0.879], [-6.855, 5.910, 2.262], [5.121, -10.861, -2.271], [5.102, 5.277, -0.021], [0.731, 2.144, 0.591], [-5.172, 0.079, -2.587], [7.159, 2.398, 1.693], [1.429, -1.791, 2.024], [1.618, 1.019, 1.284], [0.492, 5.053, -0.733], [2.773, -11.248, 0.186], [-6.385, -4.962, -2.601], [-2.131, 3.226, 0.454], [-5.596, 4.625, 1.036], [-0.891, 2.354, 2.308], [8.557, 4.247, 0.918], [-4.331, -3.802, -1.679], [3.432, -1.437, -2.951], [2.551, 5.913, -1.476], [2.227, -2.961, 0.187], [-4.682, 2.362, 4.115], [-4.386, 5.379, 2.529], [3.727, 3.453, -0.057], [-5.476, -5.065, -3.202], [-5.740, 2.645, 2.413], [5.755, 6.847, -0.339], [-8.720, 5.575, 4.582], [-1.759, 5.704, -2.224], [-2.347, 1.363, -1.800], [-5.507, 5.518, 1.655], [6.779, 3.088, 0.932], [-4.467, 2.372, 0.767], [5.272, 5.576, 2.745], [-7.577, 5.972, 1.441], [-7.348, -4.147, -0.521], [5.435, -9.922, -0.504], [1.403, 4.565, -3.889], [-6.232, -1.297, -0.766], [-4.844, 0.645, -3.468], [0.196, 2.397, -3.764], [5.312, 6.564, 1.722], [4.280, 6.905, 1.584], [2.426, -8.803, 0.770], [2.603, -0.142, -1.126], [-6.190, 2.507, 0.424], [-0.817, 1.866, -3.694], [-6.722, -2.151, 0.653], [-6.627, -3.578, -2.400], [2.199, -7.865, -1.420], [1.841, -1.647, 0.956], [3.682, -5.025, -1.329], [-3.720, -1.747, -2.059], [-7.640, 5.421, 4.468], [4.875, -11.018, -1.214], [1.731, 5.139, -1.743], [4.256, 1.766, 0.097], [4.002, -10.153, 1.429], [3.273, -4.221, -2.052], [-7.218, -5.407, -3.148], [7.378, -10.182, 0.136], [3.047, -12.003, -1.659], [-5.569, 1.015, 1.161], [3.068, -8.235, -0.367], [-0.155, 6.009, -0.808], [4.604, 2.796, -0.007], [-5.232, 4.708, 4.289], [5.365, 6.227, 4.699], [2.543, 1.483, 1.800], [-4.586, 2.938, 3.187], [3.348, -11.105, -1.109], [-2.529, 4.523, -3.391], [6.358, -10.289, 0.509], [-6.218, -5.502, -1.664], [2.458, -4.635, -2.732], [0.599, 2.515, -0.673], [-7.364, 4.938, 3.167], [5.151, 2.919, -0.947], [-4.017, -2.919, -1.122], [-1.513, 3.569, -1.734], [-4.463, 4.416, 3.576], [0.974, 0.586, 2.142], [-5.227, 6.312, 0.954], [6.033, 5.882, 3.900], [-3.229, -0.937, -1.507], [-6.790, 6.904, 2.720], [5.371, 3.164, 1.125], [-4.724, 0.508, -1.687], [-0.708, 4.755, -3.448], [-8.095, -2.744, -1.282], [2.071, -3.955, 0.750], [1.336, -8.830, 0.655], [6.518, 4.965, 4.245], [-7.138, -3.252, -1.115], [2.831, -2.886, -1.260], [2.653, -8.141, 1.612], [7.035, 2.663, -0.043], [6.808, 6.631, 3.719], [-6.243, -2.291, -0.322], [-7.110, 6.348, 4.705], [1.955, 4.320, -2.912], [-0.355, 3.691, -0.801], [-3.067, -3.209, -0.660], [-3.523, 4.516, 4.130], [1.080, 2.069, -1.474], [2.955, -10.192, 1.128], [-6.257, 0.183, -2.512], [7.128, 5.517, 0.289], [-0.140, 2.976, 1.689], [7.498, 4.428, 1.129], [-4.868, -1.291, -2.765], [1.231, -8.372, -1.379], [6.222, -9.610, 1.357], [-1.613, 2.231, -2.357], [2.984, -1.457, -1.898], [-5.462, 2.100, 1.133], [-1.594, 4.679, -2.730], [2.023, -0.214, 0.329], [5.796, 6.019, 0.377], [2.048, -6.779, -1.405], [2.772, 0.859, -1.640], [2.422, -10.517, 2.027], [0.947, 5.096, 0.331], [-1.422, 4.764, 1.012], [-1.115, 3.714, 0.644], [4.179, -3.948, -2.720], [5.327, -11.969, -0.917], [-3.015, -2.105, -2.817], [7.478, 4.743, 2.171], [2.710, 3.458, -2.947], [-0.580, 0.737, -3.630], [2.679, -8.121, -2.368], [-4.911, -2.703, -0.031], [-3.668, 2.601, 2.693], [0.508, 3.682, 2.308]], "atomic_forces_ev_per_a": [[0.212, 0.220, 0.021], [1.159, -0.403, 1.320], [-0.017, -0.003, -0.019], [0.038, -0.175, 0.050], [0.007, 0.001, -0.113], [0.024, -0.383, -0.019], [-0.143, -0.187, -0.058], [-0.141, -0.086, 0.266], [0.351, -0.479, 2.121], [-0.216, -0.067, -0.365], [0.191, 0.067, -0.078], [0.704, 0.484, -1.922], [-0.115, -0.918, -1.339], [0.254, 1.398, -1.677], [0.076, 0.261, -0.009], [0.126, 0.251, -0.239], [1.670, 0.084, 0.592], [-0.251, -0.099, 0.166], [2.071, 0.475, -0.681], [-0.103, -0.001, -0.173], [-0.098, 0.177, -0.229], [-0.780, 0.275, 1.767], [-0.606, -2.375, 0.790], [0.495, 3.593, -1.299], [0.209, 0.114, 0.089], [-0.039, -0.149, -0.027], [-0.049, 0.028, 0.050], [-0.123, 0.025, -0.053], [0.738, 0.074, -0.316], [0.162, 0.056, 0.134], [0.138, 0.133, 0.067], [0.340, -1.856, -0.628], [3.144, 3.495, -1.994], [0.042, -0.096, -0.292], [0.182, 0.252, 0.358], [0.040, -0.052, 0.063], [0.396, 0.446, -0.199], [0.143, 0.178, -0.159], [0.154, -0.066, -0.066], [0.039, -0.590, 0.298], [-0.452, -1.624, 1.895], [-0.043, -0.066, -0.310], [0.049, 0.100, 0.164], [-1.615, -0.357, 0.018], [-0.043, -0.382, -0.063], [0.024, 0.197, -0.204], [0.351, -0.128, -0.020], [-0.536, -3.440, 1.629], [-0.018, -0.108, 0.076], [0.020, -0.408, 0.665], [0.081, -0.182, 0.012], [0.102, -0.451, 0.512], [0.321, 0.270, -0.036], [1.331, -0.160, -3.193], [-1.002, 1.335, -1.078], [-0.271, -0.215, -0.004], [-0.388, -0.297, 0.046], [-0.261, 0.332, -0.110], [0.631, -0.554, -0.546], [0.075, -0.159, -0.184], [0.037, 0.279, -0.158], [0.971, 0.987, 0.282], [-0.025, -0.167, 0.049], [0.110, -0.122, 0.069], [0.073, -0.060, 0.171], [0.128, -0.095, -0.115], [-0.605, -0.203, -0.022], [0.633, -1.743, 0.278], [-0.006, 0.195, 0.418], [-0.218, -0.206, -0.097], [0.174, 0.099, -0.041], [-1.421, -0.364, -1.018], [-0.503, 0.225, 0.245], [-0.077, -0.047, -0.157], [1.448, 0.093, 1.185], [-0.136, 0.340, -0.020], [-0.099, 0.058, 0.012], [0.970, 0.590, 1.119], [-0.740, -0.210, 2.603], [0.412, 0.580, 0.084], [0.037, -0.089, 0.038], [-0.042, -0.329, -0.016], [1.727, -0.024, -1.858], [0.002, 0.056, 0.191], [0.943, 0.832, -1.483], [0.014, 0.102, 0.200], [-0.292, -0.215, 0.322], [-0.207, -0.008, -0.048], [0.034, -0.149, 0.101], [-0.115, -0.084, -0.691], [0.052, -0.079, -0.047], [-1.011, -0.100, 1.050], [-0.007, 0.055, 0.239], [0.359, 1.732, -1.205], [0.104, -0.024, -0.168], [-0.018, 0.012, -0.013], [0.121, 0.379, -0.189], [-1.166, 2.565, 1.893], [-0.112, -0.142, 0.196], [-0.166, 0.090, -0.068], [-0.073, -0.009, -0.068], [-0.122, 0.144, 0.082], [-0.004, -0.010, -0.092], [-0.651, 0.633, 0.623], [-1.589, 2.136, 2.722], [-0.029, 0.189, 0.087], [0.060, -0.005, -0.155], [-0.311, 0.306, 0.782], [0.202, -0.201, 0.160], [-0.001, -0.024, -0.043], [-0.279, -0.071, 0.118], [-1.526, 0.027, -2.665], [0.152, 0.036, 0.136], [0.295, 0.288, 0.534], [0.043, -0.001, 0.070], [0.072, 0.025, -0.106], [-1.965, -2.821, 1.091], [-1.106, -0.668, 3.251], [-0.409, 0.100, 0.071], [-0.792, 0.840, -1.292], [0.817, -3.447, -1.318], [0.027, -0.077, -0.244], [-0.206, -0.114, -0.032], [-0.097, -1.498, 0.749], [-0.149, 0.008, -0.156], [-0.495, -0.177, -1.826], [0.823, -1.418, -0.902], [-0.070, 0.395, 0.222], [-1.547, -0.365, 0.986], [-0.005, 0.068, 0.170], [0.201, -0.105, 0.147], [-0.265, -0.135, 0.088], [0.348, 2.618, -0.481], [-0.738, 1.784, -0.249], [0.003, 0.012, 0.007], [0.042, 0.070, -0.209], [-0.036, 0.017, -0.198], [-0.789, -1.169, -0.860]], "homo_lumo_gap_ev": 6.51, "total_charge": 1, "spin_multiplicity": 1, "e_homo_ev": -10.31, "lumo_ha": -0.140, "max_force_ev_per_a": 5.11}



2.
{"formula": "CH3NO4S", "method": "ωB97M-V/def2-TZVPD", "symbols": ["O", "H", "O", "S", "C", "H", "N", "O", "O", "H"], "xyz": [[0.207, 1.903, -0.798], [-1.005, -1.105, 0.317], [1.120, 0.206, 1.044], [-0.137, 1.276, 0.498], [-1.404, 0.010, 0.095], [-1.717, -0.104, -0.961], [1.581, -0.663, 0.004], [2.577, -1.208, 0.266], [1.060, -0.630, -1.061], [-2.282, 0.314, 0.595]], "atomic_forces_ev_per_a": [[-0.117, -0.289, 1.691], [-1.185, 2.749, 0.185], [-0.902, 0.053, -0.916], [-0.174, 0.039, -1.878], [1.529, -3.143, -0.743], [0.833, 0.826, 0.239], [0.728, 1.166, -0.789], [1.732, -1.332, 1.526], [-1.563, -0.015, -0.455], [-0.881, -0.054, 1.140]], "homo_lumo_gap_ev": 10.49, "total_charge": 0, "spin_multiplicity": 1, "e_homo_ev": -10.41, "lumo_ha": 0.003, "max_force_ev_per_a": 3.57, "relative_energy_kj_mol": 321.8}



3.
{"formula": "C4H11N4O2", "method": "ωB97M-V/def2-TZVPD", "symbols": ["N", "O", "H", "C", "N", "C", "N", "C", "C", "H", "O", "N", "H", "H", "H", "H", "H", "H", "H", "H", "H"], "xyz": [[-0.570, -0.708, 0.255], [-1.920, 1.218, 0.174], [1.171, -1.815, 1.422], [1.463, -1.863, 0.367], [1.048, 1.697, -0.022], [0.457, -1.221, -0.502], [0.072, 1.206, -2.173], [-1.859, -0.101, -0.137], [0.410, 1.346, -0.973], [-2.647, -0.541, 0.351], [0.386, -1.251, -1.743], [1.278, 1.922, 1.233], [-0.476, -0.693, 1.230], [2.202, 2.379, 1.423], [-2.135, 1.245, 1.099], [0.658, 1.590, 1.862], [0.319, 0.275, -2.692], [-0.494, 1.846, -2.727], [2.489, -1.314, 0.418], [1.660, -2.854, -0.013], [-2.063, -0.293, -1.301]], "atomic_forces_ev_per_a": [[-1.468, 0.643, -1.210], [0.540, 1.933, -0.153], [-0.168, -0.638, -0.331], [2.856, 1.259, 0.756], [5.754, 2.862, 7.058], [-1.712, -0.180, -1.680], [-0.187, -0.829, -1.318], [1.260, -1.710, -4.405], [-3.582, -2.213, -7.011], [-1.619, -1.850, 1.249], [0.681, -0.721, 1.965], [2.791, 1.860, -3.278], [0.427, -0.462, 1.382], [-1.418, -0.684, 0.195], [-0.401, 0.592, 0.604], [-2.234, -1.013, 2.900], [-0.552, 1.310, 1.180], [-0.163, 0.400, 0.009], [-1.660, -0.784, -0.717], [0.043, -0.358, 0.199], [0.811, 0.581, 2.605]], "homo_lumo_gap_ev": [6.20, 6.73], "total_charge": 1, "spin_multiplicity": 3, "e_homo_ev": [-9.60, -13.91], "lumo_ha": [-0.125, -0.264], "max_force_ev_per_a": 9.55, "relative_energy_kj_mol": 239.0, "s2": 2.008}



4.
{"formula": "C5H11NO", "method": "ωB97M-V/def2-TZVPD", "symbols": ["C", "H", "H", "H", "C", "H", "N", "H", "H", "H", "C", "H", "C", "H", "H", "H", "C", "O"], "xyz": [[2.084, -0.511, 0.459], [-1.486, 2.278, -1.755], [-1.236, 0.563, -2.158], [-0.269, -1.876, -0.560], [-0.490, 1.202, -0.230], [-2.519, 1.024, -1.024], [-0.327, 0.002, 0.415], [1.891, -1.377, -0.186], [-1.278, -1.793, 0.899], [-1.838, -1.050, -0.604], [0.844, -0.142, 1.272], [2.371, 0.332, -0.177], [-1.504, 1.263, -1.358], [0.998, 0.806, 1.790], [2.928, -0.761, 1.109], [0.621, -0.911, 2.022], [-0.958, -1.236, 0.010], [0.169, 2.185, 0.076]], "atomic_forces_ev_per_a": [[0.056, -0.002, -0.040], [-0.018, -0.137, 0.071], [-0.048, 0.092, 0.116], [-0.126, 0.073, 0.057], [0.043, -0.047, 0.035], [0.148, 0.024, -0.009], [0.042, 0.200, -0.130], [0.053, 0.115, 0.135], [0.046, 0.089, -0.125], [0.123, -0.017, 0.102], [0.055, -0.004, 0.130], [-0.024, -0.117, 0.088], [-0.030, 0.061, -0.029], [-0.006, -0.142, -0.043], [-0.109, 0.072, -0.059], [0.016, 0.095, -0.125], [-0.094, -0.107, -0.071], [-0.126, -0.248, -0.103]], "homo_lumo_gap_ev": 10.07, "total_charge": 0, "spin_multiplicity": 1, "e_homo_ev": -9.16, "lumo_ha": 0.033, "max_force_ev_per_a": 0.30, "relative_energy_kj_mol": 34.6}



5.
{"formula": "C5H13NO", "method": "ωB97M-V/def2-TZVPD", "symbols": ["H", "H", "O", "H", "H", "H", "C", "C", "H", "H", "H", "C", "H", "C", "H", "N", "H", "H", "H", "C"], "xyz": [[0.739, -1.695, -1.603], [0.254, 1.927, 1.426], [-3.261, 0.446, -0.399], [-1.126, 1.689, 0.502], [-0.767, -0.550, 2.018], [0.292, 2.745, -0.078], [0.980, -1.813, -0.560], [0.541, -0.591, 0.223], [1.729, 1.218, -1.960], [2.044, -2.021, -0.406], [0.445, -2.691, -0.198], [-0.050, 1.822, 0.373], [0.896, -0.055, 2.215], [0.539, 0.625, -0.346], [0.617, -1.713, 2.047], [0.805, 0.887, -1.713], [-3.040, -0.454, -0.113], [-2.474, 0.838, -0.785], [0.581, 0.130, -2.335], [0.257, -0.744, 1.696]], "atomic_forces_ev_per_a": [[0.247, -0.165, -0.398], [0.317, -0.365, -0.189], [-0.323, -0.293, 0.222], [-0.087, 0.510, -0.580], [-0.070, -0.183, -0.118], [-0.585, 0.172, -0.406], [-0.304, 0.122, 0.878], [0.414, 0.190, -0.568], [-0.004, 0.132, 0.362], [-0.041, 0.077, -0.246], [-0.058, -0.062, -0.009], [0.784, -0.236, 1.224], [0.144, 0.599, 0.457], [-0.656, -0.026, 0.599], [-0.472, -0.181, -0.065], [-0.177, 0.026, -0.671], [0.154, 0.482, -0.245], [0.185, -0.231, -0.038], [0.039, -0.244, -0.006], [0.493, -0.325, -0.204]], "homo_lumo_gap_ev": 9.09, "total_charge": 0, "spin_multiplicity": 1, "e_homo_ev": -8.35, "lumo_ha": 0.027, "max_force_ev_per_a": 1.47, "relative_energy_kj_mol": 125.8}